Density functional theory data (the ωB97M-V functional and the def2-TZVPD basis) for a cluster of 3 separate species, C16H16BBrClN2O8S in total in a non-equilibrium geometry.

```
! wB97M-V def2-TZVPD RIJCOSX def2/J DEFGRID3
* xyz 1 1
O 4.39984 -1.72475 3.63421
C 3.61496 -2.67742 3.05759
Cl 3.37684 -4.23067 4.05155
C 3.01937 -2.37497 1.56277
S 1.17770 -2.05965 1.47612
C 0.69049 -0.45008 2.36027
C 1.93490 0.28268 3.13524
O 3.00684 0.85405 2.52723
Br 1.79787 0.35033 5.16951
B 0.19302 -3.38886 2.44299
O 0.16278 -3.40769 3.92121
O -0.51055 -4.40853 1.59430
H 3.58468 -1.49959 0.98716
H 3.22807 -3.34884 0.90535
H -0.18211 -0.68035 3.12530
H 0.31305 0.29458 1.52677
H -0.72782 -3.11724 4.28156
H -0.53335 -5.29741 2.09828
C 0.92356 5.96362 -0.78895
C 0.21881 5.16220 -1.68850
C -0.47506 4.04024 -1.23120
C -0.46013 3.73132 0.13596
C 0.25289 4.52976 1.04015
C 0.94536 5.64764 0.57057
N -1.20851 2.56779 0.62646
O -1.81122 1.87543 -0.20726
O -1.19832 2.34684 1.84593
H 1.45844 6.84062 -1.14946
H 0.20779 5.41412 -2.74679
H -1.01954 3.42585 -1.94494
H 0.27704 4.29879 2.10308
H 1.49933 6.27546 1.26497
C -1.28285 -2.38186 -1.59874
C -1.56990 -3.31751 -2.59388
C -2.10837 -2.90011 -3.81257
C -2.35224 -1.53649 -4.02669
C -2.07220 -0.59590 -3.02653
C -1.53652 -1.02566 -1.81079
N -2.89439 -1.08860 -5.31508
O -3.14665 -1.95319 -6.16745
O -3.06482 0.12811 -5.47826
H -0.85781 -2.71149 -0.65222
H -1.37079 -4.37291 -2.42056
H -2.32646 -3.64167 -4.57799
H -2.26115 0.46489 -3.17747
H -1.31286 -0.30289 -1.02924
*
```

Values from the calculation:
M, g mol⁻¹: 522.546
Strongest force on any atom, eV Å⁻¹: 9.96
Orbital gap, eV: 6.9



Density functional theory data (the ωB97M-V functional and the def2-TZVPD basis) for a structure of composition C9H27NNaO9S in a non-equilibrium geometry.

```
! wB97M-V def2-TZVPD RIJCOSX def2/J DEFGRID3
* xyz -1 1
Na -29.72594 0.82293 34.66757
S -31.82350 1.52036 37.65168
O -31.26579 2.25396 38.77458
O -33.19853 1.89956 37.27069
O -30.97625 1.55655 36.41598
O -32.22426 0.14245 38.05396
C -31.15150 4.67785 35.42608
O -30.16693 4.02913 36.22958
H -32.05491 4.08848 35.59974
H -31.19629 5.74762 35.62765
H -30.93876 4.60488 34.35290
H -30.39323 3.07339 36.22407
C -27.72460 3.83243 32.81664
O -28.68581 3.13700 33.58850
H -26.69168 3.56652 33.04524
H -27.99146 3.84470 31.76080
H -27.83157 4.88655 33.09106
H -28.41234 3.16239 34.51539
C -26.63543 0.84972 35.22250
O -27.50374 1.65617 36.01813
H -25.60981 1.21744 35.30289
H -26.63730 -0.15329 35.65492
H -26.89543 0.74917 34.16949
H -27.19170 1.52805 36.91751
C -29.60825 -1.45279 37.27982
O -29.12676 -1.25128 35.95701
C -29.25535 -2.43121 35.12124
C -28.61946 -2.10268 33.76942
N -29.18666 -0.97309 33.04174
C -30.42571 -1.33174 32.35032
C -30.98252 -0.03609 31.63730
O -31.22448 0.84087 32.73245
C -31.83808 2.06886 32.43308
H -29.13771 -2.29665 37.78780
H -30.69634 -1.51028 37.19772
H -29.51656 -0.53788 37.86502
H -30.27777 -2.78403 34.96187
H -28.74766 -3.27869 35.58718
H -28.57789 -2.95742 33.08779
H -27.58955 -1.84684 34.02722
H -28.46356 -0.59015 32.44946
H -31.24427 -1.63752 32.99880
H -30.29370 -2.00548 31.49833
H -31.87276 -0.25603 31.04140
H -30.31682 0.37261 30.87078
H -31.90645 2.69822 33.31914
H -32.82825 1.89135 32.00736
H -31.26874 2.67002 31.71801
*
```

Values from the calculation:
M, g mol⁻¹: 348.370
Strongest force on any atom, eV Å⁻¹: 6.39
Orbital gap, eV: 3.6



Density functional theory data (the ωB97M-V functional and the def2-TZVPD basis) for a cluster of 2 separate species, C3H8O in total in a non-equilibrium geometry.

```
! wB97M-V def2-TZVPD RIJCOSX def2/J DEFGRID3
* xyz 0 1
H 0.67141 2.06226 0.39468
H 0.12357 2.25321 -0.10253
C 0.47583 -1.32840 0.64086
C 0.28111 -0.13027 -0.27224
C -0.98345 0.58727 -0.38986
O -1.14444 1.63693 -0.99235
H -0.48648 -1.67884 1.02481
H 1.13541 -1.16716 1.50670
H 0.92905 -2.12581 0.04800
H 1.19736 0.32206 -0.65732
H -0.38707 -0.44271 -1.25237
H -1.81230 0.01146 0.05161
*
```

Values from the calculation:
M, g mol⁻¹: 60.096
SMILES: [H][H].CCC=O
Strongest force on any atom, eV Å⁻¹: 2.35
Orbital gap, eV: 10.6



Density functional theory data (the ωB97M-V functional and the def2-TZVPD basis) for a structure of composition C26H26N3PSeSn.

```
! wB97M-V def2-TZVPD RIJCOSX def2/J DEFGRID3
* xyz 2 1
Sn 0.54030 -0.74026 -0.43085
C -3.05014 -2.93739 1.65449
N -2.86228 -3.13852 0.22304
C -2.49692 -2.22346 -0.67858
Se -2.14726 -0.39152 -0.38641
N -2.47662 -2.80670 -1.88691
C -2.85395 -4.14219 -1.77844
C -3.00102 -5.15314 -2.71991
C -3.40641 -6.38028 -2.23653
C -3.65548 -6.59365 -0.87072
C -3.50893 -5.58685 0.06146
C -3.10051 -4.35174 -0.42830
H -2.79387 -1.91222 1.90233
H -2.40935 -3.62493 2.20317
H -4.09125 -3.12342 1.91102
H -2.29391 -2.29923 -2.73790
H -2.81472 -4.99055 -3.77240
H -3.53955 -7.20147 -2.92685
H -3.97366 -7.57365 -0.54375
H -3.70699 -5.75422 1.11095
C 3.49880 1.32275 -2.31609
P 2.45319 1.36077 -0.82556
C 2.94246 2.83179 0.10285
C 2.72042 4.11649 -0.39730
C 3.16609 5.21905 0.31016
C 3.83437 5.04843 1.51832
C 4.06199 3.77581 2.01800
C 3.61610 2.66698 1.31076
C 0.78449 1.80306 -1.47686
C 0.37829 1.41782 -2.76486
C -0.88772 1.74410 -3.23287
C -1.76677 2.44801 -2.42463
C -1.38837 2.81738 -1.13695
C -0.13023 2.48897 -0.66087
H 3.36543 2.22666 -2.91108
H 3.28810 0.44283 -2.92309
H 4.53586 1.26007 -1.98654
H 2.20139 4.25864 -1.33838
H 2.99939 6.21347 -0.08143
H 4.18354 5.91388 2.06533
H 4.59213 3.64523 2.95176
H 3.80868 1.67191 1.69494
H 1.07048 0.90440 -3.42139
H -1.17508 1.47115 -4.23954
H -2.74540 2.71818 -2.79833
H -2.07073 3.38073 -0.51377
H 0.17551 2.82098 0.32444
C 1.09939 0.75766 4.35028
C 2.02914 -0.02599 3.68187
C 1.78939 -0.35746 2.36553
N 0.68170 0.03627 1.71713
C -0.22148 0.78430 2.36639
C -0.04188 1.17124 3.67904
H 1.26103 1.04106 5.38171
H 2.92929 -0.37403 4.16802
H 2.50084 -0.94688 1.79750
H -1.10695 1.06746 1.81373
H -0.79035 1.78226 4.16286
*
```

Values from the calculation:
M, g mol⁻¹: 609.160
Strongest force on any atom, eV Å⁻¹: 0.20
Orbital gap, eV: 7.3



Density functional theory data (the ωB97M-V functional and the def2-TZVPD basis) for a structure of composition C28H18Br2CuN6O2.

```
! wB97M-V def2-TZVPD RIJCOSX def2/J DEFGRID3
* xyz 0 2
Cu 0.53928 -0.82531 0.27503
O -0.37843 2.50935 2.71286
C 0.12989 1.60142 2.10631
N -0.28907 1.85160 -0.36721
C 0.24624 1.84957 -1.69564
C 0.52267 3.05203 -2.32534
C 1.09828 3.06184 -3.58503
C 1.38341 1.85789 -4.21026
C 1.09746 0.64865 -3.59517
C 0.53276 0.62216 -2.32235
N 0.24317 -0.57810 -1.63074
C -0.26270 -1.62707 -2.29770
O -0.47217 -1.77217 -3.49436
C -0.71466 -2.73206 -1.35565
C -1.28871 -3.88328 -1.86801
C -1.77429 -4.83232 -0.98755
C -1.69046 -4.59102 0.37681
C -1.09660 -3.42004 0.80626
N -0.60175 -2.51574 -0.04009
C 0.51450 0.34609 2.89404
C 0.76715 0.52116 4.24520
C 1.17968 -0.56004 5.00548
C 1.33031 -1.79186 4.39322
C 1.04168 -1.89128 3.04371
N 0.63046 -0.85713 2.31168
H 0.28795 3.96950 -1.80264
H 1.32100 4.00112 -4.07310
H 1.83263 1.85269 -5.19531
H 1.31049 -0.28166 -4.09809
H -1.34679 -3.98172 -2.94233
H -2.22742 -5.74400 -1.35364
H -2.08171 -5.29090 1.10112
H -1.03236 -3.17692 1.85888
H 0.63969 1.50765 4.66591
H 1.39252 -0.43836 6.05934
H 1.66612 -2.66212 4.93850
H 1.15258 -2.83430 2.52274
Br 3.50698 4.97912 0.08547
C 2.67216 3.27224 0.14696
C 3.37096 2.17876 -0.44753
C 2.81960 0.95276 -0.24837
N 1.68772 0.72793 0.44863
C 0.78334 1.81600 0.70751
C 1.48354 3.14520 0.75120
C -1.47147 1.17736 -0.17950
C -2.45940 1.11637 -1.18186
C -3.60203 0.41867 -0.89180
Br -4.95882 0.27440 -2.19888
C -3.79464 -0.19169 0.35043
C -2.76618 -0.07581 1.25624
N -1.62616 0.56302 0.98985
H 4.30287 2.31387 -0.97033
H 3.31996 0.06208 -0.61580
H 0.97804 3.96645 1.23568
H -2.30836 1.58878 -2.14089
H -4.70285 -0.72501 0.58486
H -2.83809 -0.52585 2.24131
*
```

Values from the calculation:
<S²>: 0.7532
M, g mol⁻¹: 693.846
Strongest force on any atom, eV Å⁻¹: 0.37
Orbital gap (alpha / beta), eV: 6.7 / 6.6



Density functional theory data (the ωB97M-V functional and the def2-TZVPD basis) for a structure of composition C4H5BrN2O2 in a non-equilibrium geometry.

```
! wB97M-V def2-TZVPD RIJCOSX def2/J DEFGRID3
* xyz 0 1
C -1.29367 0.72564 0.93665
C -0.19211 -0.85257 2.33875
C 0.06794 0.77762 0.28582
C 0.29772 0.16121 -1.05241
N -1.38775 -0.20444 1.87158
N 0.80483 -0.55160 1.52784
O -2.21688 1.42641 0.59721
O -0.32237 -1.71383 3.21144
Br 1.12047 2.36872 0.71343
H -0.35948 0.61319 -1.93378
H 0.02092 -0.86069 -1.12399
H 1.28071 0.38607 -1.29747
H -2.19681 -0.23237 2.43356
H 1.54613 -1.27237 1.57243
*
```

Values from the calculation:
M, g mol⁻¹: 193.000
Strongest force on any atom, eV Å⁻¹: 3.96
Orbital gap, eV: 9.8